Record 1
DFT (the ωB97M-V functional and the def2-TZVPD basis) results for C39H41N8OPb as an isolated structure.

- LUMO: -2.872 eV
- HOMO: -9.76 eV
- Orbital gap: 6.890 eV
- ΔE to the lowest compared entry with this formula, charge and spin: 46.6 kcal per mole

Structure (ORCA input):
```
! wB97M-V def2-TZVPD RIJCOSX def2/J DEFGRID3
* xyz 1 1
Pb 0.551 0.538 0.412
C -0.871 3.950 2.928
C -1.238 5.016 2.092
C -0.949 4.927 0.743
C -0.576 3.739 0.230
N -0.191 2.773 1.071
C -0.322 2.838 2.366
C -0.409 3.343 -1.215
C -0.198 4.327 -2.201
C -0.090 3.899 -3.466
C 0.001 2.546 -3.820
C -0.175 1.605 -2.779
N -0.245 2.070 -1.508
C -0.047 0.176 -2.969
C -0.227 -0.323 -4.250
C -0.227 -1.689 -4.447
C -0.180 -2.501 -3.351
C -0.070 -1.923 -2.054
N 0.060 -0.583 -1.896
H -1.139 4.007 3.936
H -1.739 6.014 2.458
H -1.259 5.705 0.080
H -0.040 1.981 2.936
H -0.291 5.413 -2.036
H -0.088 4.579 -4.306
H 0.330 2.251 -4.807
H -0.357 0.353 -5.056
H -0.332 -2.066 -5.469
H -0.302 -3.609 -3.468
H -0.161 -2.502 -1.146
C 1.681 0.413 5.678
C 2.400 0.560 4.346
O 1.830 0.378 3.276
N 3.724 0.812 4.339
C 4.486 0.602 3.047
C 4.119 1.536 1.918
C 3.237 2.558 2.063
C 2.912 3.351 0.972
C 3.562 3.096 -0.231
C 4.439 2.026 -0.305
N 4.694 1.237 0.721
H 0.973 1.215 5.853
H 2.308 0.168 6.519
H 1.033 -0.437 5.554
H 4.273 1.096 5.125
H 4.436 -0.448 2.720
H 5.525 0.735 3.329
H 2.657 2.715 2.980
H 2.151 4.105 1.138
H 3.237 3.551 -1.151
H 4.934 1.913 -1.301
N 2.513 -2.216 0.603
C 2.146 -3.300 -0.254
C 2.690 -3.491 -1.538
C 2.241 -4.530 -2.318
C 1.310 -5.487 -1.878
C 0.827 -5.326 -0.564
C 1.266 -4.328 0.254
H 3.313 -1.679 0.371
H 2.526 -2.358 1.581
H 3.449 -2.880 -1.958
H 2.663 -4.567 -3.303
H 0.918 -6.293 -2.527
H 0.178 -6.121 -0.141
H 0.825 -4.035 1.258
N -1.774 0.106 2.510
C -1.400 -0.373 1.352
H -2.652 -0.357 2.777
C -4.685 0.565 -0.110
N -4.139 0.388 -1.395
C -5.056 -0.180 -2.343
C -2.818 -0.268 -1.245
C -2.772 -1.633 -0.493
C -3.416 -2.797 -0.913
C -3.304 -3.959 -0.110
C -2.475 -3.999 1.017
C -1.830 -2.839 1.388
C -2.015 -1.622 0.703
H -5.603 1.056 -0.073
H -4.113 1.229 0.493
H -4.701 -0.389 0.463
H -5.837 0.565 -2.656
H -5.552 -1.040 -1.927
H -4.562 -0.554 -3.236
H -2.156 0.426 -0.707
H -2.363 -0.382 -2.232
H -4.039 -2.776 -1.773
H -3.881 -4.798 -0.520
H -2.408 -4.926 1.524
H -1.145 -2.867 2.324
*
```

Table of Löwdin atomic charges, one value per atom, all in e:
1. Pb 1.3372
2. C -0.0177
3. C -0.0130
4. C -0.0257
5. C -0.2109
6. N -0.0331
7. C -0.1679
8. C -0.1822
9. C -0.0012
10. C -0.0522
11. C 0.0379
12. C -0.1812
13. N 0.0676
14. C -0.2774
15. C 0.0023
16. C -0.0397
17. C -0.0211
18. C -0.0762
19. N 0.0147
20. H 0.0979
21. H 0.1609
22. H 0.1127
23. H 0.0746
24. H 0.1317
25. H 0.1210
26. H 0.1153
27. H 0.1008
28. H 0.1269
29. H 0.1289
30. H 0.1008
31. C 0.0256
32. C -0.5360
33. O -0.0597
34. N 0.0876
35. C -0.0745
36. C -0.2816
37. C -0.0654
38. C -0.0783
39. C -0.0787
40. C -0.1578
41. N 0.1159
42. H 0.0846
43. H 0.0770
44. H 0.0821
45. H 0.1377
46. H 0.1231
47. H 0.1236
48. H 0.1153
49. H 0.1042
50. H 0.0968
51. H 0.1237
52. N 0.0881
53. C -0.2948
54. C -0.0622
55. C -0.1183
56. C -0.0884
57. C -0.1124
58. C -0.0618
59. H 0.0626
60. H 0.0677
61. H 0.1031
62. H 0.1014
63. H 0.1114
64. H 0.1167
65. H 0.1184
66. N 0.0727
67. C -0.4206
68. H 0.0533
69. C -0.1190
70. N -0.2485
71. C -0.1042
72. C -0.1409
73. C -0.1829
74. C -0.0224
75. C -0.0549
76. C -0.0864
77. C -0.0714
78. C -0.2233
79. H 0.0716
80. H 0.0732
81. H 0.1047
82. H 0.1043
83. H 0.0662
84. H 0.0825
85. H 0.0693
86. H 0.1066
87. H 0.0943
88. H 0.1095
89. H 0.0954
90. H 0.1423


Record 2
DFT (the ωB97M-V functional and the def2-TZVPD basis) results for a 4-piece molecular cluster, C39H41NO15 overall.

- LUMO: -1.927 eV
- Structure (SMILES): CCCCCCCCc1cc(N)cc2c1C(=O)C(CCCO)=CC2=O.O=C1C=C(O)C(=O)C=C1O.O=C1C=C(O)C(=O)C=C1O.O=C1C=C(O)C(=O)C=C1O
- HOMO: -8.11 eV
- Orbital gap: 6.183 eV

Structure (ORCA input):
```
! wB97M-V def2-TZVPD RIJCOSX def2/J DEFGRID3
* xyz 0 1
C 1.114 -3.219 -1.760
C 2.705 -3.195 -1.531
C 3.550 -2.726 -2.820
C 2.994 -1.284 -3.268
C 4.124 -0.234 -3.724
C 4.166 0.012 -5.308
C 3.315 1.318 -5.783
C 1.851 1.396 -5.134
C 1.673 2.492 -3.990
C 2.848 3.387 -3.467
C 2.663 4.463 -2.338
N 3.756 5.335 -1.873
C 1.284 4.676 -1.626
C 0.116 3.806 -2.131
C 0.288 2.757 -3.293
C -1.055 1.989 -3.705
O -1.192 1.591 -4.891
C -2.218 1.780 -2.644
C -3.328 0.629 -2.660
C -3.027 -0.609 -3.642
C -4.090 -0.536 -4.864
O -3.538 0.132 -6.048
C -2.317 2.740 -1.581
C -1.319 3.986 -1.435
O -1.572 5.035 -0.800
H 0.569 -2.633 -0.930
H 0.715 -4.305 -1.751
H 0.761 -2.767 -2.747
H 2.915 -2.420 -0.702
H 3.024 -4.247 -1.222
H 4.681 -2.783 -2.683
H 3.282 -3.464 -3.664
H 2.466 -0.825 -2.347
H 2.208 -1.472 -4.086
H 5.135 -0.683 -3.383
H 4.054 0.779 -3.180
H 5.254 0.186 -5.637
H 3.808 -0.909 -5.908
H 3.925 2.285 -5.701
H 3.155 1.159 -6.918
H 1.131 1.702 -5.986
H 1.448 0.409 -4.729
H 3.920 3.312 -3.878
H 3.683 5.518 -0.863
H 4.675 4.970 -2.147
H 1.094 5.440 -0.807
H -3.395 0.211 -1.588
H -4.336 1.146 -2.852
H -3.290 -1.571 -3.059
H -1.940 -0.669 -4.004
H -5.032 0.078 -4.586
H -4.484 -1.566 -5.181
H -3.520 1.102 -5.857
H -3.168 2.637 -0.811
C -0.238 -5.923 2.282
C 0.111 -4.710 1.848
C -0.904 -3.639 1.635
O -0.547 -2.536 1.256
C -2.311 -3.965 1.889
C -2.661 -5.179 2.319
C -1.643 -6.241 2.559
O -1.996 -7.333 2.969
O -3.963 -5.497 2.557
O 1.410 -4.400 1.584
H 0.489 -6.708 2.443
H -3.040 -3.185 1.713
H -3.954 -6.428 2.859
H 1.401 -3.469 1.288
C 3.171 8.934 3.135
C 3.264 8.204 2.022
C 3.538 6.739 2.075
O 3.598 6.099 1.037
C 3.730 6.122 3.390
C 3.639 6.853 4.503
C 3.339 8.312 4.452
O 3.246 8.944 5.490
O 3.818 6.295 5.731
O 3.113 8.769 0.792
H 2.971 9.997 3.111
H 3.945 5.062 3.413
H 3.701 7.026 6.368
H 3.223 8.037 0.154
C -5.719 -3.776 7.206
C -5.614 -4.504 6.092
C -5.326 -5.966 6.143
O -5.256 -6.602 5.106
C -5.133 -6.584 7.459
C -5.235 -5.855 8.573
C -5.550 -4.399 8.523
O -5.654 -3.770 9.562
O -5.056 -6.414 9.801
O -5.765 -3.939 4.862
H -5.930 -2.716 7.183
H -4.908 -7.641 7.481
H -5.183 -5.684 10.439
H -5.644 -4.669 4.223
*
```

Table of Löwdin atomic charges, one value per atom, all in e:
1. C -0.1293
2. C -0.2629
3. C -0.2123
4. C -0.2236
5. C -0.2006
6. C -0.2027
7. C -0.1951
8. C -0.1584
9. C -0.0721
10. C 0.0219
11. C -0.1938
12. N 0.0491
13. C 0.0447
14. C -0.0402
15. C -0.0032
16. C -0.2364
17. O 0.0304
18. C -0.0888
19. C -0.1505
20. C -0.1557
21. C -0.2378
22. O -0.1282
23. C 0.0496
24. C -0.2822
25. O 0.0307
26. H 0.0596
27. H 0.0831
28. H 0.0656
29. H 0.1079
30. H 0.1024
31. H 0.1046
32. H 0.1127
33. H 0.1158
34. H 0.0988
35. H 0.1042
36. H 0.1013
37. H 0.1033
38. H 0.1165
39. H 0.0969
40. H 0.1107
41. H 0.1232
42. H 0.1055
43. H 0.0898
44. H 0.0319
45. H 0.0816
46. H 0.1045
47. H 0.1198
48. H 0.1201
49. H 0.1099
50. H 0.1156
51. H 0.1154
52. H 0.1185
53. H 0.0844
54. H 0.1312
55. C 0.0791
56. C -0.2193
57. C -0.3110
58. O 0.0964
59. C 0.0811
60. C -0.2142
61. C -0.3105
62. O 0.1185
63. O 0.0802
64. O 0.0875
65. H 0.1380
66. H 0.1372
67. H 0.1070
68. H 0.1028
69. C 0.0815
70. C -0.2155
71. C -0.2919
72. O 0.0796
73. C 0.0814
74. C -0.2177
75. C -0.3098
76. O 0.1181
77. O 0.1009
78. O 0.1016
79. H 0.1396
80. H 0.1385
81. H 0.1189
82. H 0.1131
83. C 0.0777
84. C -0.2178
85. C -0.3047
86. O 0.1081
87. C 0.0791
88. C -0.2213
89. C -0.3133
90. O 0.1121
91. O 0.0962
92. O 0.0953
93. H 0.1376
94. H 0.1379
95. H 0.1171
96. H 0.0978